{"formula": "C5H13O3", "method": "ωB97M-V/def2-TZVPD", "gap_ev": [10.653, 8.179], "e_homo_ev": [-9.61, -9.61], "spin_multiplicity": 2, "relative_energy_kj_mol": 96.6, "fmax_ev_per_a": 2.14, "total_charge": 0, "elements": ["C", "O", "H", "H", "H", "C", "O", "C", "C", "O", "C", "H", "H", "H", "H", "H", "H", "H", "H", "H", "H"], "positions_angstrom": [[2.367160, 3.653160, -0.082428], [3.060956, 2.719080, 0.610890], [2.655203, 3.710181, -1.148416], [1.272448, 3.580179, 0.049762], [2.674584, 4.633282, 0.364886], [1.979072, -0.449089, 0.713820], [0.750061, -0.567971, 0.055770], [0.241914, -1.880652, 0.045701], [-1.137190, -1.890138, -0.561249], [-2.034107, -1.230134, 0.293748], [-3.341001, -1.165449, -0.212681], [1.891157, -0.715712, 1.780686], [2.758034, -1.072075, 0.244194], [2.338168, 0.657319, 0.664339], [0.196956, -2.279329, 1.076319], [0.901197, -2.543096, -0.544011], [-1.449476, -2.939710, -0.715774], [-1.113215, -1.397984, -1.551296], [-3.755008, -2.175444, -0.379712], [-3.960320, -0.642285, 0.526194], [-3.372843, -0.610250, -1.166925]], "forces_ev_per_a": [[-0.131, 0.541, -0.213], [0.124, -0.061, 0.113], [-0.119, -0.052, 0.254], [0.280, -0.008, -0.037], [-0.128, -0.343, -0.123], [0.955, 1.657, 0.215], [-0.252, 0.189, -0.255], [0.218, -0.128, 0.243], [-0.035, -0.081, -0.321], [0.059, 0.060, 0.249], [-0.216, -0.005, -0.155], [0.041, -0.022, -0.222], [-0.148, 0.041, 0.104], [-0.788, -1.991, 0.023], [-0.028, 0.077, -0.223], [-0.117, 0.093, 0.092], [0.046, 0.177, 0.027], [0.016, -0.080, 0.209], [0.051, 0.214, 0.018], [0.187, -0.148, -0.202], [-0.017, -0.130, 0.204]]}


{"formula": "C5H11NO", "method": "ωB97M-V/def2-TZVPD", "gap_ev": 9.949, "e_homo_ev": -8.94, "spin_multiplicity": 1, "relative_energy_kj_mol": 224.8, "smiles": "C=CN1C[C@@H]1C.O", "fmax_ev_per_a": 0.27, "total_charge": 0, "elements": ["C", "C", "N", "C", "C", "C", "H", "H", "H", "H", "H", "H", "H", "H", "H", "O", "H", "H"], "positions_angstrom": [[-2.058775, -0.838064, 0.152834], [-1.037674, -0.755622, 1.006046], [0.175585, -0.098019, 0.722479], [1.434276, -0.799008, 0.902962], [0.936474, -0.465790, -0.459546], [1.515715, 0.647160, -1.292869], [-1.990363, -0.421767, -0.849392], [-2.996708, -1.294018, 0.450880], [-1.112738, -1.130866, 2.025572], [2.234172, -0.209488, 1.347200], [1.392787, -1.839908, 1.221222], [0.522539, -1.306650, -1.018816], [0.728525, 1.136872, -1.876009], [2.271659, 0.258581, -1.983540], [1.987399, 1.402793, -0.656135], [-1.440830, 2.261375, 0.108755], [-2.038910, 1.648417, 0.555654], [-0.578960, 1.883493, 0.337435]], "forces_ev_per_a": [[0.088, -0.046, 0.089], [-0.124, -0.032, -0.049], [-0.159, -0.059, 0.039], [0.202, -0.115, 0.135], [0.001, -0.027, -0.210], [0.024, 0.033, 0.012], [0.013, -0.104, 0.138], [0.168, 0.039, -0.007], [-0.001, 0.042, -0.130], [-0.124, -0.095, -0.096], [-0.024, 0.148, -0.067], [0.049, 0.134, 0.092], [0.115, -0.075, 0.056], [-0.108, 0.056, 0.101], [-0.072, -0.102, -0.069], [0.035, 0.007, 0.135], [-0.025, 0.157, -0.138], [-0.060, 0.039, -0.031]]}